# 1
8
Properties=species:S:1:pos:R:3:forces:R:3 method="wB97M-V/def2-TZVPD" homo_energy_ev="-9.158 / -9.160" charge=0 lumo_energy_ev="-0.572 / -0.568" max_force_ha_per_bohr=0.093 e_above_lowest_kcal_mol=58.51
C 0.032 1.460 -0.615 0.2 0.7 -0.2
C -0.728 -1.374 0.174 3.0 1.8 -1.1
C 0.710 0.458 0.100 -1.9 -4.0 1.8
N -0.665 2.236 -1.095 -0.3 0.2 -0.3
O -0.205 -2.410 0.120 -0.5 0.3 0.3
F 0.704 0.649 1.448 0.4 0.6 -0.4
F 1.898 -0.001 -0.274 -0.2 0.5 -0.3
H -1.748 -1.018 0.142 -0.7 0.1 0.3

=====

# 2
9
Properties=species:S:1:pos:R:3:forces:R:3 method="wB97M-V/def2-TZVPD" smiles="C#CC([O-])=S(=O)(F)F" homo_energy_ev=-4.596 charge=-1 lumo_energy_ev=3.831 max_force_ha_per_bohr=0.035 e_above_lowest_kcal_mol=5.93
C -0.267 0.028 -0.091 -0.6 0.5 0.7
C -0.570 0.849 0.741 -0.1 -1.3 -1.3
C -0.449 1.927 1.651 0.7 1.1 0.6
O 1.639 3.254 2.732 0.0 0.8 0.4
O -1.281 2.606 2.185 0.3 -0.3 -0.3
F 1.751 2.741 0.192 -0.6 0.2 0.4
F 0.845 0.839 3.206 -0.2 0.0 0.3
S 1.443 2.081 1.923 0.3 -0.9 -0.5
H -0.100 -0.722 -0.811 0.1 -0.2 -0.3